No. 1
Below is C40H40F10GeN3SbSeV as an isolated structure, with properties calculated with ωB97M-V with the def2-TZVPD basis set.

Summary:
Kohn-Sham gap (alpha / beta) (eV): 6.9958 / 6.3714
HOMO (alpha / beta) (eV): -6.677 / -6.052
2S+1: 2
<S²>: 0.76
Energy above the lowest of the compared OMol25 structures with the same formula, charge and spin (kJ/mol): 163.7

Each line ends with the Löwdin spin population.
CARTESIAN COORDINATES (ANGSTROEM)
V: -2.076 -0.579 0.083  0.94
C: -4.972 -0.069 -0.352  0.00
N: -3.670 0.579 -0.482  0.00
C: -3.544 1.710 0.431  0.00
C: -3.346 1.152 1.854  0.00
N: -2.892 -0.212 1.718  0.02
C: -2.864 -1.013 2.785  0.01
C: -2.815 -0.635 4.152  0.00
F: -2.797 0.676 4.496  0.00
C: -2.739 -1.560 5.179  0.00
F: -2.687 -1.131 6.450  0.00
C: -2.699 -2.925 4.908  0.00
F: -2.619 -3.818 5.907  0.00
C: -2.779 -3.349 3.581  0.00
F: -2.767 -4.657 3.293  0.00
C: -2.888 -2.414 2.576  0.00
F: -3.054 -2.830 1.284  0.00
C: -3.412 0.902 -1.879  0.00
C: -3.003 -0.380 -2.622  0.00
N: -2.236 -1.194 -1.705  0.01
C: -1.721 -2.357 -2.098  0.01
C: -1.778 -2.961 -3.385  0.00
F: -2.471 -2.370 -4.388  0.00
C: -1.132 -4.140 -3.700  0.00
F: -1.212 -4.608 -4.952  0.00
C: -0.391 -4.838 -2.750  0.00
F: 0.248 -5.977 -3.063  0.00
C: -0.316 -4.301 -1.471  0.00
F: 0.415 -4.897 -0.519  0.00
C: -0.957 -3.119 -1.176  0.00
F: -0.789 -2.622 0.101  0.01
H: -5.769 0.568 -0.763  0.00
H: -5.189 -0.281 0.693  0.00
H: -4.958 -1.015 -0.891  0.00
H: -4.420 2.376 0.378  0.00
H: -2.652 2.278 0.145  0.00
H: -4.282 1.197 2.431  0.00
H: -2.599 1.764 2.381  0.00
H: -2.588 1.622 -1.910  0.00
H: -4.290 1.359 -2.363  0.00
H: -2.403 -0.110 -3.503  0.00
H: -3.894 -0.915 -2.986  0.00
C: 1.745 -2.414 -5.385  0.00
C: 1.177 -1.152 -5.412  0.00
C: 0.881 -0.494 -4.229  0.00
C: 1.164 -1.086 -3.010  0.00
C: 1.744 -2.347 -2.992  0.00
C: 2.032 -3.012 -4.170  0.00
Sb: 0.800 -0.185 -1.071  -0.01
C: 2.917 -0.369 -0.638  0.00
C: 3.381 -0.763 0.604  0.00
C: 4.742 -0.883 0.841  0.00
C: 5.646 -0.620 -0.172  0.00
C: 5.188 -0.219 -1.416  0.00
C: 3.830 -0.093 -1.646  0.00
C: 1.007 1.873 -1.699  0.00
C: 0.030 2.412 -2.523  0.00
C: 0.100 3.724 -2.953  0.00
C: 1.157 4.522 -2.551  0.00
C: 2.134 3.997 -1.719  0.00
C: 2.054 2.683 -1.290  0.00
H: 1.970 -2.924 -6.310  0.00
H: 0.971 -0.674 -6.359  0.00
H: 0.451 0.498 -4.270  0.00
H: 1.989 -2.808 -2.042  0.00
H: 2.479 -3.995 -4.139  0.00
H: 2.677 -0.976 1.397  0.00
H: 5.093 -1.184 1.817  0.00
H: 6.706 -0.726 0.006  0.00
H: 5.886 0.002 -2.210  0.00
H: 3.470 0.232 -2.614  0.00
H: -0.794 1.788 -2.846  0.00
H: -0.667 4.121 -3.604  0.00
H: 1.217 5.549 -2.883  0.00
H: 2.966 4.612 -1.404  0.00
H: 2.820 2.281 -0.641  0.00
C: 2.438 3.964 5.077  0.00
Ge: 1.925 3.006 3.412  0.00
C: 3.529 2.256 2.523  0.00
C: 0.912 4.171 2.172  0.00
C: 0.723 1.475 3.889  0.00
Se: 0.178 0.495 2.259  0.00
C: 0.451 -1.291 2.995  0.00
H: 3.072 4.816 4.851  0.00
H: 2.986 3.300 5.738  0.00
H: 1.560 4.324 5.603  0.00
H: 4.188 3.052 2.188  0.00
H: 3.246 1.658 1.661  0.00
H: 4.085 1.620 3.205  0.00
H: 1.557 4.937 1.751  0.00
H: 0.089 4.659 2.688  0.00
H: 0.504 3.577 1.357  0.00
H: -0.175 1.779 4.427  0.00
H: 1.269 0.749 4.488  0.00
H: 0.125 -2.022 2.262  0.00
H: -0.129 -1.387 3.908  0.00
H: 1.509 -1.416 3.209  0.00


No. 2
Below is C40H40I2N3NiO as an isolated structure, with properties calculated with ωB97M-V with the def2-TZVPD basis set.

Summary:
Kohn-Sham gap (eV): 6.5957
HOMO (eV): -4.517
Charge: -1

Each line ends with the Löwdin charge.
CARTESIAN COORDINATES (ANGSTROEM)
Ni: 0.311 0.073 0.558  0.44
C: -3.060 1.842 -2.990  -0.07
C: -1.545 1.625 -2.946  -0.36
C: -0.843 2.665 -3.834  -0.05
C: -1.145 0.210 -3.343  -0.13
C: -1.774 -0.399 -4.427  -0.05
C: -1.399 -1.660 -4.857  -0.09
C: -0.377 -2.321 -4.194  -0.05
C: 0.276 -1.760 -3.098  -0.13
C: 1.391 -2.586 -2.462  -0.35
C: 2.762 -1.899 -2.526  -0.06
C: 1.064 -3.014 -1.028  -0.05
C: -0.114 -0.478 -2.672  -0.15
N: 0.518 0.159 -1.566  0.07
C: 1.374 1.100 -1.796  -0.09
C: 1.881 1.940 -0.771  -0.30
C: 2.833 2.966 -0.843  -0.05
C: 2.960 3.455 0.454  -0.06
C: 2.073 2.697 1.261  -0.26
N: 1.416 1.806 0.515  0.08
C: 1.938 2.782 2.772  -0.54
C: 0.502 2.506 3.228  -0.05
C: 2.860 1.718 3.393  -0.03
C: 2.356 4.169 3.263  -0.07
H: -3.301 2.815 -2.551  0.08
H: -3.581 1.072 -2.412  0.08
H: -3.447 1.833 -4.014  0.07
H: -1.229 1.777 -1.917  0.10
H: -0.962 2.407 -4.892  0.08
H: 0.224 2.723 -3.618  0.06
H: -1.272 3.658 -3.670  0.08
H: -2.556 0.131 -4.960  0.10
H: -1.894 -2.119 -5.705  0.09
H: -0.080 -3.310 -4.527  0.10
H: 1.452 -3.495 -3.063  0.12
H: 2.839 -1.113 -1.771  0.05
H: 2.936 -1.462 -3.513  0.08
H: 3.554 -2.626 -2.327  0.07
H: 0.877 -2.141 -0.409  0.03
H: 1.907 -3.556 -0.587  0.09
H: 0.182 -3.662 -1.003  0.08
H: 1.722 1.275 -2.816  0.14
H: 3.351 3.302 -1.733  0.09
H: 3.619 4.247 0.785  0.08
H: 0.149 1.557 2.834  0.05
H: -0.175 3.290 2.881  0.08
H: 0.459 2.473 4.322  0.08
H: 2.511 0.719 3.120  0.07
H: 2.865 1.804 4.486  0.08
H: 3.884 1.827 3.025  0.09
H: 1.803 4.953 2.739  0.08
H: 3.425 4.340 3.110  0.07
H: 2.149 4.260 4.335  0.08
I: 5.120 -1.910 0.947  0.87
C: 3.391 -2.404 2.006  -0.64
C: 3.398 -3.451 2.935  -0.24
C: 2.252 -3.796 3.607  -0.68
I: 2.345 -5.398 4.963  0.84
C: 1.041 -3.102 3.377  -0.21
C: -0.200 -3.361 4.007  -0.05
C: -1.301 -2.629 3.669  -0.04
C: -1.193 -1.615 2.701  -0.09
N: -0.054 -1.337 2.111  0.11
C: 1.053 -2.051 2.432  -0.13
C: 2.234 -1.666 1.702  -0.48
O: 2.165 -0.725 0.850  -0.14
H: 4.318 -3.990 3.120  0.07
H: -0.263 -4.144 4.751  0.06
H: -2.260 -2.815 4.137  0.10
H: -2.055 -1.028 2.410  0.11
C: -4.686 -1.894 -0.503  -0.10
C: -3.344 -2.333 -0.625  -0.08
C: -2.317 -1.490 -0.314  -0.05
C: -2.553 -0.161 0.139  -0.20
C: -1.475 0.721 0.450  -0.14
C: -1.778 2.024 0.741  -0.11
C: -3.117 2.477 0.836  -0.08
C: -4.160 1.621 0.618  -0.07
C: -3.901 0.280 0.238  -0.20
C: -4.952 -0.623 -0.081  -0.06
H: -5.496 -2.560 -0.774  0.09
H: -3.138 -3.340 -0.967  0.10
H: -1.289 -1.813 -0.427  0.08
H: -0.978 2.735 0.907  0.08
H: -3.311 3.512 1.098  0.10
H: -5.189 1.956 0.706  0.10
H: -5.976 -0.269 -0.008  0.10


No. 3
Below is an isolated ion of composition C40H40N5 and charge +1, with properties calculated with ωB97M-V with the def2-TZVPD basis set.

Summary:
Kohn-Sham gap (eV): 8.1822
HOMO (eV): -10.200
SMILES: Cc1ccc([C@H](c2c(C)[nH]c3ccccc23)[n+]2cc3c4c(c2)N(Cc2ccccc2)CCN4CCN3Cc2ccccc2)cc1
Charge: +1

Each line ends with the Löwdin charge.
CARTESIAN COORDINATES (ANGSTROEM)
C: 1.017 1.366 -6.399  -0.05
C: 0.354 1.128 -5.069  -0.27
C: -0.767 1.891 -4.669  -0.02
C: -1.374 1.636 -3.430  -0.04
C: -0.862 0.687 -2.505  -0.19
C: -1.503 0.504 -1.156  -0.06
C: -2.114 1.632 -0.486  -0.12
C: -3.270 1.589 0.360  -0.22
C: -4.052 0.401 0.764  -0.01
N: -3.612 2.860 0.757  0.12
C: -2.647 3.774 0.269  -0.17
C: -2.716 5.200 0.222  -0.01
C: -1.674 5.863 -0.478  -0.09
C: -0.683 5.117 -1.182  -0.07
C: -0.698 3.697 -1.208  -0.04
C: -1.674 3.019 -0.479  -0.14
N: -0.525 -0.328 0.040  0.02
C: -0.801 -1.548 0.575  0.02
C: 0.095 -2.263 1.398  -0.11
C: 1.347 -1.683 1.704  -0.06
C: 1.644 -0.430 1.124  -0.11
C: 0.700 0.178 0.265  0.01
N: 2.796 0.207 1.531  -0.11
C: 3.071 1.574 1.118  -0.13
C: 3.621 1.615 -0.280  -0.22
C: 3.832 2.874 -0.853  -0.05
C: 4.427 2.995 -2.110  -0.07
C: 4.826 1.839 -2.808  -0.08
C: 4.628 0.575 -2.236  -0.08
C: 4.037 0.467 -0.965  -0.04
C: 3.408 -0.148 2.779  -0.13
C: 3.432 -1.647 2.995  -0.12
N: 2.198 -2.269 2.595  -0.06
C: 1.959 -3.577 3.151  -0.12
C: 0.935 -4.345 2.341  -0.14
N: -0.165 -3.517 1.929  -0.11
C: -1.288 -4.303 1.436  -0.13
C: -2.549 -3.957 2.170  -0.22
C: -3.737 -4.565 1.746  -0.05
C: -4.938 -4.314 2.410  -0.07
C: -4.952 -3.459 3.529  -0.08
C: -3.760 -2.869 3.977  -0.08
C: -2.557 -3.131 3.299  -0.04
C: 0.191 -0.138 -2.977  -0.02
C: 0.849 0.148 -4.183  -0.03
H: 1.794 0.604 -6.584  0.08
H: 0.309 1.384 -7.248  0.09
H: 1.498 2.356 -6.364  0.09
H: -1.217 2.646 -5.349  0.13
H: -2.243 2.226 -3.113  0.13
H: -2.147 -0.460 -1.081  0.15
H: -3.984 -0.326 -0.054  0.08
H: -3.730 -0.108 1.702  0.10
H: -5.108 0.699 0.837  0.09
H: -4.548 3.141 1.178  0.20
H: -3.486 5.780 0.791  0.12
H: -1.618 6.960 -0.456  0.10
H: 0.091 5.638 -1.766  0.10
H: -0.077 3.112 -1.901  0.10
H: -1.748 -2.003 0.292  0.12
H: 0.930 1.120 -0.226  0.13
H: 2.208 2.247 1.217  0.13
H: 3.837 1.976 1.796  0.14
H: 3.554 3.757 -0.269  0.12
H: 4.594 3.987 -2.547  0.11
H: 5.307 1.922 -3.787  0.10
H: 4.942 -0.336 -2.761  0.11
H: 3.939 -0.517 -0.498  0.11
H: 2.844 0.321 3.607  0.14
H: 4.415 0.289 2.762  0.14
H: 3.587 -1.830 4.073  0.14
H: 4.264 -2.078 2.409  0.14
H: 1.604 -3.486 4.196  0.14
H: 2.899 -4.161 3.127  0.14
H: 0.502 -5.190 2.896  0.14
H: 1.433 -4.752 1.440  0.14
H: -1.071 -5.360 1.630  0.13
H: -1.433 -4.221 0.353  0.13
H: -3.686 -5.257 0.900  0.12
H: -5.868 -4.784 2.065  0.11
H: -5.886 -3.261 4.062  0.11
H: -3.747 -2.210 4.853  0.11
H: -1.619 -2.711 3.672  0.11
H: 0.525 -0.969 -2.354  0.11
H: 1.690 -0.492 -4.511  0.12


Across the entries above, max |F| takes the values 2.7, 1.3, 4.4 eV Å⁻¹, respectively.